No. 1
Formula: C21H22F4N3
Source: the OMol25 dataset
Level of theory: ωB97M-V/def2-TZVPD

Its net charge is +1. For the total energy, the calculation gives -1376.8333 a.u. As for the HOMO energy: -0.449 Eh. The HOMO-LUMO gap comes out at 9.12 eV. The LUMO energy is -0.1142 Eh. The maximum force is 4.83 eV/A.

Geometry as XYZ:
```
50
Properties=species:S:1:pos:R:3:forces:R:3:lowdin_charge:R:1
H -2.6628 1.8472 2.5042 -0.054 0.198 -0.295 0.0918
C 3.2004 5.6605 0.6986 -0.456 0.590 -0.565 -0.1981
C 0.8109 2.7645 1.4900 -3.176 -1.041 3.486 -0.0783
F 4.1912 5.0586 4.1678 -1.008 0.002 -1.708 0.0505
H 2.1521 3.4753 3.7383 0.740 0.039 -0.948 0.1515
C -0.2415 3.0121 0.4757 -0.856 0.049 0.204 -0.1676
H -0.0357 -2.7122 3.6966 -0.160 -0.037 -0.354 0.1423
H -1.2855 2.4247 3.4394 0.152 -0.596 -0.143 0.0931
C 3.8134 5.8542 1.9305 0.301 -0.564 0.091 0.0910
C -1.6096 -2.1106 2.3189 -0.255 -0.450 -0.475 -0.1412
F -1.9069 5.9036 -0.9495 -0.160 -1.827 0.235 0.0551
C 0.0028 0.1348 2.3929 0.460 1.528 0.130 -0.1916
C 1.9633 -1.3763 2.6311 0.647 -0.137 -0.552 -0.1530
H 2.4873 0.4328 0.6027 -0.382 -0.200 -0.248 0.1492
H -0.0201 5.1773 0.6823 -0.695 -0.591 -0.659 0.1433
H -0.8167 0.9030 0.3057 -0.200 0.714 -0.420 0.1191
H -2.5277 1.3918 4.1583 0.537 -0.234 -0.113 0.1072
H 4.5040 6.6692 2.0852 0.023 0.051 0.043 0.1410
C 2.5716 3.9412 2.8146 -0.518 0.545 0.358 0.0360
C 2.7843 -0.1061 2.6379 0.577 -1.429 0.858 -0.1414
H 2.7245 1.7463 1.7050 0.454 -0.138 -0.170 0.0905
H -1.7258 -1.9914 1.2189 0.013 -0.072 0.645 0.1363
C 3.5364 4.9392 2.9516 0.315 0.115 0.644 -0.2022
H -2.1623 -1.1338 4.1263 0.070 0.338 -0.031 0.1374
N 0.8192 1.0820 1.7783 1.134 0.150 -0.474 0.0525
H 2.1763 -1.9618 1.7050 0.310 0.089 0.810 0.1445
H 2.7682 0.3156 3.6620 0.049 0.130 -0.592 0.1356
C -1.6730 4.5797 -0.6228 0.545 0.979 -0.135 -0.2064
H 0.4314 2.7252 2.5545 -0.345 1.823 -1.220 0.1302
C -1.0308 1.9402 0.0259 -0.546 0.304 -0.264 0.0350
C 2.3041 4.6133 0.4677 -0.518 0.212 0.370 0.0464
N -1.2838 0.3151 2.8334 1.006 -0.281 -0.523 -0.0605
C -2.1188 -0.8782 3.0586 -0.317 -0.674 0.156 -0.1328
C -0.1653 -2.3390 2.6650 -0.278 0.065 0.103 -0.1574
N 0.5501 -1.0840 2.5558 0.017 -0.001 0.051 -0.0478
C 2.2267 0.7955 1.5961 1.020 -0.126 0.168 -0.1815
C -0.5726 4.3509 0.1929 -0.219 -0.329 0.327 0.0294
F -3.0318 1.2217 -1.0646 1.122 1.202 0.241 0.0471
C -1.9286 1.5567 3.2487 -0.583 0.524 -0.154 -0.0145
H -3.1526 -0.6698 2.7381 0.432 0.206 0.066 0.1398
H -2.1434 -3.0249 2.6378 -0.168 0.654 -0.275 0.1363
H 0.3379 -3.0424 1.9676 -0.437 0.240 0.438 0.1428
H 2.1032 -1.9977 3.5522 0.115 0.378 -0.864 0.1497
C -2.4675 3.5498 -1.1190 0.207 0.090 0.208 0.0849
C -2.1670 2.2439 -0.7204 -0.303 -0.191 -0.267 -0.2105
C 1.9360 3.7856 1.5647 1.343 -0.655 -0.344 -0.1882
F 3.3840 6.6065 -0.3036 -0.113 -1.538 1.498 0.0534
H 3.8173 -0.4075 2.3861 -0.348 0.437 0.250 0.1389
H -3.2657 3.7847 -1.7999 -0.320 -0.113 -0.002 0.1359
H 1.7031 4.6514 -0.4559 0.826 -0.428 0.417 0.1352
```
Positions in Å, forces in eV/Å.


No. 2
Formula: C21H22FN5O
Source: the OMol25 dataset
Level of theory: ωB97M-V/def2-TZVPD

For the total energy, the calculation gives -1262.3324 a.u. As for the HOMO energy: -0.285 Eh. The HOMO-LUMO gap comes out at 7.88 eV. The LUMO energy is 0.0045 Eh. The maximum force is 0.99 eV/A.

Geometry as XYZ:
```
50
Properties=species:S:1:pos:R:3:forces:R:3:lowdin_charge:R:1
C -4.3761 -0.3642 1.4785 0.207 -0.011 -0.201 -0.0236
C -4.0225 -0.8080 0.1993 -0.477 -0.089 0.236 -0.2301
C -2.0676 1.0884 -1.6570 -0.126 -0.183 -0.064 -0.1430
N 3.4990 0.4619 -1.4248 0.303 0.003 0.367 0.0883
O 5.1112 1.1266 -2.8872 -0.090 0.201 -0.680 0.0596
H 7.4050 0.1009 1.1259 0.109 0.030 -0.043 0.1120
H -4.8050 -1.7222 -1.5878 0.039 -0.054 -0.069 0.1068
N -2.7117 -0.8234 -0.2546 0.531 -0.158 -0.120 -0.1050
C -1.2886 0.9980 0.6080 -0.103 -0.146 0.058 -0.1515
C 3.0940 0.0295 -0.2368 0.048 -0.133 0.057 -0.1831
H 0.2612 2.1864 -2.1358 0.082 0.008 0.001 0.1235
C 4.8962 0.7354 -1.7660 -0.811 -0.188 0.330 -0.5151
H -1.5535 -1.0148 -1.9614 -0.072 0.027 -0.058 0.1128
C 3.7235 -0.6524 2.0791 0.055 -0.018 0.070 -0.0404
C -2.4018 -0.4163 -1.6104 0.014 0.332 -0.193 -0.1388
H -2.1603 1.5386 0.9978 0.053 -0.071 0.132 0.1216
C 4.7189 -0.8306 2.9969 -0.447 -0.086 0.120 -0.0978
H 6.8262 -0.7042 3.3905 0.092 0.001 0.032 0.1045
C -1.6079 -0.5091 0.6266 -0.033 0.262 0.153 -0.1486
H -2.9813 1.6377 -1.3939 -0.042 -0.055 -0.124 0.1295
H -0.7478 -1.0833 0.2612 0.028 -0.001 0.073 0.1117
H -5.9454 -0.0821 2.9119 -0.051 0.028 0.093 0.1187
C 1.1487 0.3500 -1.4500 -0.352 0.359 -0.244 -0.2238
H 2.4009 1.6453 -2.7415 -0.063 -0.096 0.006 0.1332
H 2.4813 -0.0696 -3.1645 -0.039 0.115 0.060 0.1395
H -1.8308 -0.8495 1.6375 0.048 -0.040 -0.011 0.1187
H 2.6951 -0.8667 2.3366 -0.080 -0.048 0.093 0.1037
C -5.0401 -1.3317 -0.6103 0.107 0.100 0.034 -0.0182
H -7.1225 -1.7967 -0.8072 -0.092 -0.047 -0.049 0.1186
N 1.7578 -0.1666 -0.2325 0.143 -0.147 0.222 0.1362
H 0.8556 2.2516 -0.4733 0.107 0.013 -0.093 0.1382
C -5.6822 -0.4300 1.9254 -0.417 -0.136 -0.103 -0.0099
C -6.3473 -1.3911 -0.1766 -0.174 0.119 0.226 -0.0089
N 5.7564 0.5225 -0.7852 0.987 0.088 0.050 0.1600
H 0.5137 -0.4207 -1.8978 0.093 0.139 -0.007 0.1299
H 1.2326 -0.2665 0.6180 0.119 -0.017 0.043 0.1201
H -1.7729 1.3743 -2.6672 -0.029 0.062 -0.042 0.1237
C 6.3851 -0.1108 1.4027 0.053 -0.102 0.310 -0.0120
C 5.3884 0.0890 0.4149 -0.715 -0.062 -0.033 -0.2258
F -7.9403 -0.9917 1.5226 0.088 -0.002 -0.035 0.0467
C 0.3090 1.6325 -1.1940 0.121 -0.223 -0.134 -0.1389
H -3.2460 -0.6057 -2.2693 0.050 -0.057 -0.007 0.1084
H -3.6366 0.0494 2.1451 0.091 0.049 0.025 0.0979
N -1.0388 1.4970 -0.7263 -0.024 -0.043 0.064 -0.1750
C 2.3844 0.6321 -2.3315 -0.015 0.009 -0.453 -0.0443
H -0.4353 1.2292 1.2485 0.017 0.052 0.062 0.1191
C 6.0547 -0.5558 2.6490 0.150 0.100 -0.245 -0.0747
H 4.4887 -1.1829 3.9908 -0.050 -0.030 0.062 0.0982
C -6.6589 -0.9357 1.0915 0.121 0.034 0.050 -0.2876
C 4.0334 -0.1935 0.7843 0.443 0.112 -0.016 -0.0851
```
Positions in Å, forces in eV/Å.


No. 3
Formula: C21H22N2O3
Source: the OMol25 dataset
Level of theory: ωB97M-V/def2-TZVPD

For the total energy, the calculation gives -1148.7056 a.u. As for the HOMO energy: -0.299 Eh. The HOMO-LUMO gap comes out at 8.55 eV. The LUMO energy is 0.0152 Eh. The maximum force is 0.67 eV/A.

Geometry as XYZ:
```
48
Properties=species:S:1:pos:R:3:forces:R:3:lowdin_charge:R:1
C -3.4830 -1.6648 5.4383 -0.041 -0.010 0.005 -0.0393
C -2.9707 -1.0985 4.1523 -0.181 0.003 -0.096 -0.3360
O -1.9317 1.4014 0.0265 -0.144 -0.157 0.092 0.0800
H 3.6936 -2.2598 -0.5603 0.110 -0.003 -0.044 0.1042
H 1.4801 4.1189 -0.7767 0.031 0.062 0.019 0.0854
C 0.8819 0.7358 -0.5669 -0.591 0.029 0.316 -0.1090
H 2.6062 2.8641 -0.2625 0.111 0.008 0.011 0.0787
N -1.6783 -0.8015 4.1019 0.154 -0.105 0.531 0.1161
H -2.6633 -1.7644 6.1433 0.004 -0.011 0.033 0.0749
H -0.8090 -2.4957 1.5650 -0.048 -0.040 0.034 0.1067
C -3.2896 -0.3741 1.8967 0.191 0.004 0.023 0.0073
H 3.3922 -0.3813 -2.2545 -0.008 0.063 0.005 0.1062
C 0.7179 2.1305 -1.0732 0.111 0.260 -0.070 -0.1851
C 0.5690 1.1285 -4.6215 0.058 0.162 -0.563 -0.2093
H 2.9508 -4.2915 0.6275 0.065 -0.059 -0.005 0.0995
C -1.3326 0.5097 0.6129 0.008 0.204 -0.084 -0.3055
H -1.5414 1.4723 -4.8650 -0.100 -0.036 -0.023 0.0807
H 0.7298 -4.4028 1.6521 -0.036 -0.074 0.046 0.1007
C -0.6034 1.8812 -5.2324 0.236 -0.122 0.312 -0.0573
C 3.1951 0.3612 -1.4775 0.308 0.017 -0.154 0.0063
C -0.0257 0.0225 0.2061 0.428 0.261 -0.416 -0.0380
H 4.0552 0.3961 -0.8033 -0.031 0.040 -0.062 0.1072
H 1.1875 3.2268 0.7244 -0.008 -0.027 0.082 0.0892
H -0.5728 1.7901 -6.3144 -0.020 0.001 -0.126 0.0778
C -1.1721 -0.3199 2.9841 -0.037 0.174 -0.559 -0.0966
H 0.5465 0.0719 -4.8965 0.044 0.126 0.053 0.1246
O 1.4891 3.1572 -3.1236 -0.017 0.018 -0.066 0.1196
H -0.5486 2.9336 -4.9651 -0.018 0.076 -0.031 0.0765
C 0.1684 -2.4223 1.1150 0.050 -0.079 -0.004 -0.0213
C -3.8178 -0.8861 3.0648 0.131 0.008 -0.066 -0.0166
C 2.2991 -3.4327 0.5700 0.086 -0.032 -0.036 -0.0928
C 2.7221 -2.2995 -0.0918 0.096 0.045 -0.074 -0.0166
H 3.0779 1.3331 -1.9488 0.055 -0.032 0.040 0.0863
H -3.9087 -0.1888 1.0308 -0.052 0.045 -0.057 0.1223
H -3.9350 -2.6408 5.2694 -0.062 -0.071 0.049 0.0795
H 1.5161 1.5783 -4.9390 -0.121 -0.155 0.046 0.1226
H -0.3446 2.3797 -0.9431 0.231 -0.126 -0.078 0.1462
C 0.5797 -1.2519 0.4788 0.354 0.012 -0.178 -0.1005
C 1.8506 -1.2196 -0.1388 -0.375 -0.402 0.386 -0.1601
C 1.5571 3.1480 -0.2946 -0.131 -0.038 -0.153 -0.0126
O 0.5054 1.1390 -3.1948 -0.156 -0.168 0.181 0.0063
N 2.0095 0.0014 -0.7506 -0.205 0.070 0.078 -0.0166
C -1.9240 -0.1029 1.8313 -0.327 0.065 0.391 -0.1423
H -0.1157 -0.0853 3.0116 0.097 0.018 -0.119 0.1277
C 0.9653 2.2256 -2.5697 -0.005 0.108 0.177 -0.4840
C 1.0345 -3.4931 1.1567 -0.074 -0.106 0.071 -0.0864
H -4.8692 -1.1189 3.1436 -0.092 -0.030 0.007 0.1127
H -4.2433 -1.0104 5.8617 -0.078 0.002 0.078 0.0805
```
Positions in Å, forces in eV/Å.


No. 4
Formula: C21H22N2O3S
Source: the OMol25 dataset
Level of theory: ωB97M-V/def2-TZVPD

For the total energy, the calculation gives -1546.8716 a.u. As for the HOMO energy: -0.312 Eh. The HOMO-LUMO gap comes out at 8.40 eV. The LUMO energy is -0.0031 Eh. The maximum force is 1.27 eV/A.

Geometry as XYZ:
```
49
Properties=species:S:1:pos:R:3:forces:R:3:lowdin_charge:R:1
C -0.5681 -1.0116 -0.8428 -0.139 -0.202 1.249 -0.1900
H 6.1784 1.3686 -2.1585 0.011 0.077 0.020 0.0772
C 3.9341 -0.3576 -1.3228 -0.396 0.200 0.174 -0.5929
N 0.1808 -1.6268 1.3227 0.129 -0.128 0.112 0.0680
C 6.1954 -0.7619 -1.8571 0.493 0.238 0.192 -0.2085
C -2.0899 -0.9949 1.1188 0.469 -0.026 -0.507 -0.0472
H 7.7529 0.6040 -2.4099 0.126 0.034 0.000 0.0782
C -3.4610 -0.9614 1.6100 -0.220 -0.202 0.477 -0.3438
H -3.4089 0.7025 -2.5422 -0.050 -0.056 -0.078 0.0862
C -1.2527 -1.9579 3.2716 -0.085 0.127 0.134 -0.1156
H 6.3530 -0.6785 -0.7770 -0.008 -0.096 -0.171 0.1232
H 0.1976 3.4612 1.1682 0.067 0.040 0.045 0.1008
O 4.8038 -0.9883 -2.1037 -0.031 -0.272 -0.365 -0.0086
C 0.3980 -1.4865 -0.0278 0.270 -0.058 -0.728 -0.4972
H -3.2091 3.9026 -1.3598 -0.076 0.043 -0.059 0.1077
S 1.9966 -2.0488 -0.5491 -0.311 0.074 -0.030 1.0287
C -0.7423 1.6560 0.5138 -0.028 0.032 -0.018 -0.0242
N -0.3680 -0.9520 -3.3823 0.020 0.037 -0.264 0.1879
C -3.6728 -1.4380 3.0350 -0.129 0.161 0.077 -0.1040
H -4.4243 0.6927 -1.0916 -0.045 -0.058 -0.065 0.0694
H -0.0439 1.0267 1.0474 0.089 -0.071 0.056 0.1132
C -2.6656 1.8868 -0.9178 0.058 0.024 0.059 -0.2055
O -4.3956 -0.6114 0.9138 0.138 0.010 0.011 0.0912
C -3.7900 1.3134 -1.7237 -0.070 -0.061 0.003 -0.0351
H -3.9222 -2.5028 2.9839 -0.034 -0.030 0.001 0.1322
C -2.5129 3.2657 -0.8328 0.025 0.069 0.009 -0.0431
H -0.3377 -1.7673 3.8379 0.035 -0.037 -0.025 0.1226
C 2.5141 -0.7254 -1.7030 0.059 -0.229 0.125 -0.3201
H 2.4569 -1.0995 -2.7231 -0.055 0.113 0.075 0.0849
C -1.0775 -1.5002 1.8583 -0.454 0.029 -0.006 -0.1846
H 6.4806 0.4299 -3.6287 0.033 0.012 -0.098 0.0793
C -1.4952 3.8387 -0.0930 -0.007 0.073 0.000 -0.0857
H 6.6972 -1.6518 -2.2416 -0.084 0.087 0.083 0.1243
H -4.3967 2.1100 -2.1469 -0.028 0.034 -0.064 0.0772
H -2.6176 -1.6125 4.9092 0.024 0.050 -0.007 0.1141
H -2.2159 -0.1680 3.9712 0.028 0.007 0.054 0.1254
C -0.6029 3.0290 0.5862 0.094 0.016 0.071 -0.0815
C -2.4386 -1.2349 3.9013 -0.004 -0.196 -0.021 -0.1801
H 0.9276 -2.0171 1.8782 -0.084 0.136 -0.011 0.1346
H -4.5394 -0.9185 3.4458 -0.013 -0.043 -0.091 0.1243
H -1.4312 -3.0388 3.2810 0.070 -0.006 0.015 0.1332
H -1.3993 4.9136 -0.0462 0.004 0.087 -0.001 0.1005
O 4.2205 0.3754 -0.4152 0.099 0.087 0.003 0.1086
C -1.7618 1.0736 -0.2298 -0.156 0.134 -0.091 -0.1298
C 6.6832 0.4944 -2.5625 -0.296 -0.262 0.129 -0.0593
H 1.8518 0.1240 -1.5520 0.115 0.020 -0.027 0.0962
C -0.4370 -0.9800 -2.2348 0.231 -0.137 -0.684 -0.2189
H -2.6915 -0.7349 -0.9070 0.108 0.007 0.087 0.1382
C -1.8528 -0.4417 -0.2713 0.006 0.112 0.149 -0.1516
```
Positions in Å, forces in eV/Å.


No. 5
Formula: C21H22N2O4
Source: the OMol25 dataset
Level of theory: ωB97M-V/def2-TZVPD

For the total energy, the calculation gives -1223.9423 a.u. As for the HOMO energy: -0.317 Eh. The HOMO-LUMO gap comes out at 8.64 eV. The LUMO energy is 0.0010 Eh. The maximum force is 0.94 eV/A.

Geometry as XYZ:
```
49
Properties=species:S:1:pos:R:3:forces:R:3:lowdin_charge:R:1
H 0.9879 -3.4344 -0.0072 0.004 -0.122 -0.047 0.1202
H 3.4953 -1.1025 -1.1331 0.092 0.024 0.176 0.1343
C -1.8294 0.0522 1.2373 -0.139 0.495 0.345 -0.1561
H -1.2469 -2.4455 0.1943 -0.123 -0.063 -0.046 0.1131
H 4.1952 0.7678 -2.5816 0.039 0.052 0.091 0.1265
C -0.5600 -0.6165 1.0942 0.468 0.158 0.171 -0.1129
O -0.6011 3.1109 2.6261 0.076 -0.316 -0.135 0.1114
O 3.1750 -2.4101 0.6730 -0.129 -0.125 -0.155 -0.0410
H -3.3465 0.6030 -0.9870 0.071 0.056 -0.033 0.1185
H -3.9398 -0.1144 1.2825 0.001 -0.068 0.069 0.1147
C -1.8406 1.2992 1.7604 -0.124 -0.437 -0.174 0.0631
H 5.1633 -2.5076 0.8719 -0.079 0.142 0.057 0.1427
H -2.3793 -0.8532 -1.2317 0.054 0.081 -0.026 0.0997
H -2.7585 1.8519 1.8876 -0.075 0.044 0.032 0.1310
C 2.5863 1.4729 -1.3299 -0.026 -0.198 -0.167 -0.2732
H 1.2911 4.0332 0.1591 -0.103 0.083 0.067 0.1158
C 3.9767 0.9112 -1.5191 0.070 0.151 -0.045 -0.1015
N 2.4964 2.6020 -0.6452 0.558 0.143 0.115 0.1309
C 1.3033 3.1167 -0.4140 -0.466 0.106 -0.012 -0.1251
C -5.8141 -0.6034 -0.7784 0.148 -0.177 -0.085 -0.1094
C -0.3887 -1.8933 0.5409 0.113 0.232 0.099 -0.0069
C 0.1261 2.5317 -0.8584 0.073 0.010 -0.050 -0.0637
C -3.2693 -0.4575 -0.7368 -0.134 -0.318 0.032 -0.2099
C 4.6796 -0.4621 0.3851 -0.133 -0.568 -0.066 -0.5008
N 4.1031 -0.3558 -0.8296 -0.115 -0.217 -0.409 0.0870
C -0.6419 1.9890 2.1871 -0.158 0.483 0.158 -0.4663
H -4.4427 -2.2473 -0.9784 0.040 -0.068 -0.069 0.1075
C 0.5878 0.0583 1.5430 -0.223 -0.817 -0.409 -0.1774
H 2.6901 0.0630 1.8012 0.132 0.084 0.054 0.1360
H -6.6514 -1.0990 -1.2636 -0.130 0.006 0.014 0.0701
H 1.5680 -0.1154 -2.3716 0.017 -0.104 -0.065 0.1141
H -5.9265 -0.7281 0.2954 -0.082 0.033 0.122 0.0654
H -5.8640 0.4580 -1.0110 -0.054 0.139 -0.001 0.0757
H -0.6750 0.8563 -1.9392 -0.076 -0.037 -0.017 0.0995
H -3.1036 -1.6542 1.0542 -0.057 -0.037 0.048 0.1223
H -0.8277 2.9893 -0.6481 -0.085 0.064 0.035 0.1091
C 0.2148 1.3474 -1.5718 0.081 -0.006 -0.016 -0.0616
H 4.7005 1.5979 -1.0771 -0.098 -0.054 -0.157 0.1236
C 4.3705 -1.7889 1.0977 0.307 0.225 0.245 -0.0807
C 1.4656 0.8038 -1.8130 -0.010 0.168 0.009 -0.0251
H 4.3664 -1.6044 2.1779 -0.012 0.044 -0.146 0.1419
C 1.9942 -1.7685 0.8728 -0.523 0.139 0.082 -0.2624
H -4.4771 -1.1533 -2.3598 0.012 -0.093 0.001 0.1061
C -4.4980 -1.1954 -1.2683 0.032 0.225 -0.006 -0.2628
O 0.5359 1.2930 2.0788 0.185 0.147 0.189 0.1252
C 1.8541 -0.5149 1.4427 0.111 0.014 0.116 0.0855
C 0.8550 -2.4555 0.4251 0.272 -0.097 -0.040 0.0069
O 5.4007 0.3699 0.8831 0.149 0.186 0.281 0.0835
C -3.1006 -0.5974 0.7826 0.051 0.188 -0.233 -0.1444
```
Positions in Å, forces in eV/Å.


Q: What is the maximum force in the fourth record?
A: 1.27 eV/A


Q: Which value of maximum force does entry 3 give?
A: 0.67 eV/A